*w*
This record from the OMol25 dataset describes a single CH2NOP molecule. The level of theory is ωB97M-V/def2-TZVPD.

Computed properties:
* M: 75.0 g/mol
* structure (SMILES): O=C=NP
* HOMO-LUMO gap: 0.36805 Eh
* charge: 0

Geometry as XYZ:
```
6
CH2NOP | the OMol25 dataset | ωB97M-V/def2-TZVPD
O -4.0268 0.0074 -0.1824
C -2.8995 0.0493 0.0153
N -1.7222 -0.0620 0.4195
P -0.3779 0.8176 -0.0800
H 0.2792 -0.1554 0.5774
H 0.1325 0.2648 -1.2320
```



*x*
This record from the OMol25 dataset describes 2 unconnected molecules or ions with the total composition CH2NOP. The level of theory is ωB97M-V/def2-TZVPD.

Computed properties:
* M: 75.0 g/mol
* HOMO-LUMO gap: 0.30824 Eh
* charge: 0

Geometry as XYZ:
```
6
CH2NOP | the OMol25 dataset | ωB97M-V/def2-TZVPD
C -1.3244 0.5420 0.0968
N -0.1516 0.4175 0.0397
O -2.9113 -0.8041 -0.0554
P 1.5351 0.4262 0.0740
H 1.4391 -0.5053 1.0691
H 1.4130 -0.0763 -1.2243
```



Relative energy table, unit kJ/mol: *w* 0.0; *x* 659.0



*w*
This record from the OMol25 dataset describes a single C14H11NO3 molecule. The level of theory is ωB97M-V/def2-TZVPD.

Computed properties:
* M: 241.2 g/mol
* structure (SMILES): CC1(C)C(=O)N=C2c3ccccc3C(=O)C(=O)[C@@H]21
* HOMO-LUMO gap: 0.31429 Eh
* charge: 0

Geometry as XYZ:
```
29
C14H11NO3 | the OMol25 dataset | ωB97M-V/def2-TZVPD
C 0.5421 2.9946 1.8946
C 0.4323 2.1662 0.5658
C 1.3701 2.8293 -0.5413
C -0.9821 2.2333 0.0546
O -1.5522 3.1812 -0.3365
N -1.6107 1.0897 -0.2884
C -0.7020 0.1421 -0.2582
C -0.7452 -1.2862 -0.6143
C -1.5579 -1.5944 -1.6879
C -1.4847 -2.9111 -2.2091
C -0.6646 -3.8353 -1.5847
C 0.0148 -3.5723 -0.4175
C -0.1215 -2.3274 0.1244
C 0.5922 -1.8841 1.3021
O 0.9315 -2.7741 2.0378
C 0.6629 -0.4495 1.6759
O 0.9388 -0.0926 2.7714
C 0.5717 0.5862 0.4869
H -0.2981 2.7450 2.5980
H 0.3941 4.0915 1.6787
H 1.4273 2.9483 2.5008
H 1.0316 3.8352 -0.8763
H 2.4505 2.8313 -0.3044
H 1.2464 2.2541 -1.5019
H -2.3011 -0.9168 -2.1587
H -2.0759 -3.3477 -2.9958
H -0.5497 -4.8693 -1.8694
H 0.6562 -4.3123 0.0156
H 1.3831 0.2449 -0.0621
```



*x*
This record from the OMol25 dataset describes a molecular structure, C14H11NO3. The level of theory is ωB97M-V/def2-TZVPD.

Computed properties:
* M: 241.2 g/mol
* HOMO-LUMO gap: 0.28276 Eh
* charge: 0

Geometry as XYZ:
```
29
C14H11NO3 | the OMol25 dataset | ωB97M-V/def2-TZVPD
C -0.2946 -3.2365 0.1934
C -0.0740 -2.3460 0.8858
C 0.0141 -1.1521 1.8104
O -1.1473 -0.3314 1.7138
C -1.7343 -0.1153 0.4010
C -3.1238 0.4515 0.7186
C -3.8951 0.7502 -0.2785
C -3.2837 0.7270 -1.8349
C -2.0263 0.2688 -1.9336
C -1.1347 -0.0760 -0.7280
C 0.1534 -0.1575 -0.9709
C 1.2062 0.3094 -0.5531
C 1.5732 1.1492 0.3345
N 2.8328 1.6209 0.6341
O 3.5230 0.5766 -0.2467
C 2.6153 -0.2529 -0.6779
O 3.0810 -1.2763 -1.4675
C 0.5194 2.1832 1.1500
H -0.0732 2.6550 0.2630
H -0.0043 1.7836 1.9945
H 1.0243 3.1007 1.3801
H 0.2793 -0.9687 -1.6355
H -1.5373 0.2438 -2.7614
H -3.9075 0.9856 -2.4175
H -4.8149 1.4181 -0.5720
H -3.4019 0.6427 1.6491
H -0.2209 -1.8233 2.8548
H 0.8707 -0.5871 1.7090
H -0.4913 -4.0709 -0.4578
```



Relative energy table, unit kJ/mol: *w* 0.0; *x* 1127.3



*w*
This record from the OMol25 dataset describes 2 unconnected molecules or ions with the total composition C3H11N2O2S. The level of theory is ωB97M-V/def2-TZVPD.

Computed properties:
* M: 139.2 g/mol
* HOMO-LUMO gap: 0.35815 Eh
* charge: +1

Geometry as XYZ:
```
19
C3H11N2O2S | the OMol25 dataset | ωB97M-V/def2-TZVPD
N 0.5907 -0.0229 1.4404
C 0.2427 -0.2841 -0.0593
C -0.8387 -1.3891 -0.1437
S -2.5465 -0.6770 -0.1014
C 1.5371 -0.7390 -0.8334
N 1.5427 -0.5829 -2.2524
O 2.5365 -1.0011 -0.1966
H 1.5145 -0.3898 1.7546
H 0.7901 0.9995 1.8073
H -0.1647 -0.4570 2.0858
H -0.0087 0.7299 -0.5314
H -0.7986 -1.9159 -1.2173
H -0.7568 -2.2618 0.6128
H -2.8506 -1.2793 1.0432
H 2.2509 -0.9406 -2.8374
H 0.6316 -0.4728 -2.7372
H -0.8848 4.2313 1.8144
H 0.2394 5.1634 1.5512
O -0.0113 4.2683 1.4688
```



*x*
This record from the OMol25 dataset describes 2 unconnected molecules or ions with the total composition C3H11N2O2S. The level of theory is ωB97M-V/def2-TZVPD.

Computed properties:
* M: 139.2 g/mol
* HOMO-LUMO gap: 0.35176 Eh
* charge: +1

Geometry as XYZ:
```
19
C3H11N2O2S | the OMol25 dataset | ωB97M-V/def2-TZVPD
N 1.3802 2.5004 -1.5541
C 0.2747 1.9726 -0.9849
O -0.4985 1.1887 -1.8448
O -0.1402 2.1704 0.1907
H 1.8893 1.9879 -2.2687
H 1.9990 2.9426 -0.9062
H -0.0367 1.1934 -2.7072
C -0.8495 -1.2073 1.3459
C 0.4897 -1.5485 0.6815
S 1.1720 -2.9984 1.5557
N -1.5823 -0.0964 0.6273
H -0.7508 -0.8433 2.4031
H -1.5412 -2.0617 1.3053
H 1.1463 -0.7095 0.6285
H 0.1963 -1.8752 -0.3599
H 2.1167 -3.1074 0.5517
H -2.5388 -0.0721 0.9769
H -1.6367 -0.2639 -0.3878
H -1.0898 0.8277 0.7471
```



Relative energy table, unit kJ/mol: *w* 145.3; *x* 0.0



*w*
This record from the OMol25 dataset describes 2 unconnected molecules or ions with the total composition C2H6N3O. The level of theory is ωB97M-V/def2-TZVPD.

Computed properties:
* M: 88.1 g/mol
* HOMO-LUMO gap: 0.34784 Eh
* charge: +1

Geometry as XYZ:
```
12
C2H6N3O | the OMol25 dataset | ωB97M-V/def2-TZVPD
C 0.4587 -0.2776 -1.2925
C -0.0642 -0.8483 -0.0373
N -2.1181 1.4592 2.5870
N -0.6468 1.0764 0.9524
N -1.4800 1.4031 1.5945
O 0.5935 -1.5045 0.7919
H 0.1160 -0.8319 -2.2394
H 1.5937 -0.2653 -1.2514
H -0.0655 0.7354 -1.3366
H -1.2274 -0.8619 0.1168
H -3.0330 1.8136 2.5888
H 0.2308 -1.7668 1.6207
```



*x*
This record from the OMol25 dataset describes a gas-phase ion, C2H6N3O (charge +1). The level of theory is ωB97M-V/def2-TZVPD.

Computed properties:
* M: 88.1 g/mol
* structure (SMILES): C[C@@H](O)N=[N+]=N
* HOMO-LUMO gap: 0.40325 Eh
* charge: +1

Geometry as XYZ:
```
12
C2H6N3O | the OMol25 dataset | ωB97M-V/def2-TZVPD
C 1.5924 -0.6480 -0.1894
C 0.5975 0.2876 0.4792
O 0.5506 1.5954 -0.0068
N -0.8815 -0.2252 0.4290
N -2.0251 -0.1218 0.1551
N -3.0647 0.0247 -0.2728
H 1.4385 -1.0355 -1.1556
H 1.8778 -1.4859 0.4522
H 2.5786 -0.1443 -0.2563
H 0.8653 0.4068 1.5334
H 0.5162 1.5617 -0.9487
H -4.0457 -0.2156 -0.2194
```



Relative energy table, unit kJ/mol: *w* 0.0; *x* 34.7